1.
DFT (wB97M-V/def2-TZVPD) results for a molecular structure, C4H10NO2 at a distorted geometry.

CARTESIAN COORDINATES (ANGSTROEM)
C -0.4528 -0.5873 -0.5851
C 0.6015 -0.3286 0.5621
C 1.4383 -1.5452 0.8771
O -0.1074 0.1207 1.7172
N -0.8027 0.3730 -1.6154
C -0.7695 1.6411 -0.8337
O -1.3076 1.8971 0.4165
H -1.2847 -0.8469 0.0644
H -0.1425 -1.5292 -1.0539
H 1.4276 0.3618 0.1066
H 0.7058 -2.4226 0.7481
H 2.5504 -1.4167 0.3697
H 1.5335 -1.3268 2.0274
H -0.6599 1.1344 1.2322
H -1.7501 0.1968 -1.8904
H -1.2980 2.4130 -1.4562
H 0.3179 1.8656 -0.6864

- Net charge: -1
- ΔE to the lowest compared entry with this formula, charge and spin: 92.1 kcal/mol
- Calculated total energy: -9893.450 eV
- HOMO-LUMO gap: 8.03 eV

2.
DFT (wB97M-V/def2-TZVPD) results for 2 unconnected molecules or ions with the total composition C2H3O2S2 at a distorted geometry.

CARTESIAN COORDINATES (ANGSTROEM)
C -2.2439 -0.3216 -1.6899
C -1.3365 0.3118 -1.1706
O 2.4942 -1.0221 -0.2579
O 2.4551 1.2340 0.7382
S 0.0681 -0.3044 1.8344
S 1.6886 0.1698 0.1442
H -3.1179 -0.9466 -1.6655
H 0.6359 -0.1915 3.0977
H -0.6437 1.0706 -1.0306

- Net charge: -1
- ΔE to the lowest compared entry with this formula, charge and spin: 69.5 kcal/mol
- Calculated total energy: -27886.867 eV
- HOMO-LUMO gap: 7.50 eV

3.
DFT (wB97M-V/def2-TZVPD) results for C7H8OSi in the gas phase at a distorted geometry.

CARTESIAN COORDINATES (ANGSTROEM)
C -2.0328 -1.4631 0.9852
C -0.8341 -1.3172 1.5956
C -2.5375 -0.6334 -0.0749
C -0.0294 -0.3162 1.1347
C -1.6857 0.2497 -0.6477
C -0.4144 0.3245 -0.1112
C 3.5640 1.2452 -0.6938
O 2.3055 1.0970 -0.2978
Si 0.8884 1.2747 -1.0462
H -2.8487 -2.0670 1.2679
H -0.5224 -1.8873 2.4946
H -3.4803 -1.0537 -0.5530
H 0.9386 -0.1770 1.4399
H -2.1270 0.9640 -1.3732
H 3.6530 1.3370 -1.7155
H 4.1861 1.5292 0.1311
H 0.9767 0.8936 -2.5357

- Net charge: 0
- ΔE to the lowest compared entry with this formula, charge and spin: 66.1 kcal/mol
- Calculated total energy: -17310.128 eV
- HOMO-LUMO gap (alpha / beta): 7.20 / 7.61 eV

4.
DFT (wB97M-V/def2-TZVPD) results for a molecular structure, C19H27N5O3Re at a distorted geometry.

CARTESIAN COORDINATES (ANGSTROEM)
N -0.9896 4.0170 0.6408
C -0.3888 4.6467 -0.1272
C 0.3549 5.4432 -1.0777
H -0.3204 6.1222 -1.6059
H 0.8481 4.8033 -1.8034
H 1.1259 6.0237 -0.5618
N 4.0896 -2.6784 -1.2173
C 4.9818 -3.2590 -1.6888
C 6.1323 -3.9905 -2.1910
H 6.6362 -3.4418 -2.9980
H 5.8447 -4.9757 -2.5767
H 6.8701 -4.1512 -1.4117
N -4.0342 -0.7216 0.6631
C -4.3930 -1.5133 -0.1060
C -4.8384 -2.5006 -1.0652
H -4.7058 -3.5053 -0.6543
H -4.2513 -2.4277 -1.9794
H -5.8910 -2.3428 -1.3153
Re 0.0220 0.0216 -2.3043
C -0.0713 -1.6010 -1.0669
O 0.0014 -2.4893 -0.3297
C 1.4264 0.7736 -1.0345
O 2.2480 1.0566 -0.2768
C 0.2200 1.5684 -3.6731
C -1.0962 1.5750 -3.1657
C -1.8601 0.3929 -3.1578
C -1.3191 -0.8092 -3.6543
C -0.0249 -0.8158 -4.1887
C 0.7472 0.3629 -4.2079
H 0.8089 2.4740 -3.6257
H -1.5095 2.4853 -2.7687
H -2.8677 0.4000 -2.7939
H -1.9272 -1.7139 -3.5772
H 0.4072 -1.7447 -4.5444
H 1.7627 0.3484 -4.5584
C -2.0038 1.3406 2.1062
N -1.1607 0.7467 3.1196
C -1.7080 0.7009 4.4601
C -0.0726 0.0267 2.6719
O 0.1222 -0.0891 1.4421
N 0.7969 -0.5676 3.5648
C 0.9309 -0.2273 4.9628
C 1.8910 -1.3378 3.0209
H -2.7899 1.8976 2.6322
H -2.4903 0.5788 1.4670
H -1.4401 2.0483 1.4760
H -1.7456 -0.3260 4.8485
H -1.1340 1.3339 5.1527
H -2.7260 1.0987 4.4039
H 0.1772 -0.7373 5.5790
H 1.9167 -0.5691 5.2953
H 0.8644 0.8562 5.1253
H 1.7037 -1.5379 1.9653
H 2.8417 -0.7917 3.1300
H 1.9873 -2.2778 3.5803

- Multiplicity: 4
- Net charge: +4
- ΔE to the lowest compared entry with this formula, charge and spin: 72.0 kcal/mol
- Calculated total energy: -35814.538 eV
- HOMO-LUMO gap (alpha / beta): 4.59 / 3.00 eV

5.
DFT (wB97M-V/def2-TZVPD) results for a molecular structure, C38H48BN7O7PbS5 at a distorted geometry.

CARTESIAN COORDINATES (ANGSTROEM)
Pb 0.3324 2.7676 -1.3522
C 1.5964 -1.6512 -4.3892
C 0.8518 -2.0767 -3.1381
C -0.3018 -2.8466 -3.1971
C -0.9897 -3.2743 -2.0012
N -0.6146 -2.8160 -0.8333
N 0.3397 -1.8698 -0.8797
B 0.2499 -0.9858 0.2891
N -1.0978 -0.7509 0.8372
N -1.2735 -1.4540 1.9757
C -2.2333 -0.9848 2.7675
C -3.1503 -0.0330 2.3335
C -3.0905 0.5476 1.0756
C -4.1068 1.5110 0.4964
C -1.9563 0.1255 0.2869
S -1.7463 0.6618 -1.3354
C -2.2718 -1.5825 4.1530
C -0.9142 -1.2705 4.8648
C -3.4155 -1.0173 5.0058
C -2.3742 -3.0990 4.0506
N 1.3079 -1.0142 1.2813
N 1.6207 -2.3233 1.4306
C 2.7737 -2.5382 2.0061
C 3.4985 -1.5089 2.6110
C 3.1445 -0.1499 2.5545
C 3.8436 0.9632 3.3188
C 1.8917 0.0988 1.8226
S 1.1807 1.6300 1.5553
C 3.1250 -4.0292 2.0293
C 1.9243 -4.7012 2.7004
C 4.4152 -4.3011 2.8373
C 3.3316 -4.4400 0.5608
C 1.3132 -1.6668 -1.8659
S 2.7972 -0.9201 -1.5099
C -2.1219 -4.3151 -2.0052
C -2.4445 -4.8391 -3.4148
C -3.3874 -3.6418 -1.3609
C -1.5686 -5.4531 -1.1034
H 1.2061 -2.1819 -5.2593
H 2.6498 -1.9327 -4.2909
H 1.5616 -0.5649 -4.5855
H -0.7271 -3.1332 -4.1628
H -4.0068 0.2202 2.9807
H -4.9950 1.5708 1.1548
H -4.3765 1.2182 -0.5198
H -3.6236 2.5139 0.4526
H -0.6102 -0.2108 4.8020
H -0.1047 -1.8874 4.4707
H -0.9864 -1.5047 5.9333
H -3.2440 0.0689 5.1654
H -3.4206 -1.5207 5.9738
H -4.4068 -1.1216 4.6026
H -1.5765 -3.5013 3.4062
H -3.3294 -3.4658 3.7038
H -2.2699 -3.5112 5.0382
H 4.3705 -1.8356 3.1744
H 4.6857 0.4832 3.7676
H 3.1652 1.4478 3.9921
H 4.1507 1.7856 2.6488
H 1.8920 -4.4566 3.7664
H 1.9958 -5.7627 2.6256
H 0.9774 -4.4106 2.2603
H 4.2604 -4.1236 3.8939
H 5.2513 -3.6837 2.4335
H 4.7274 -5.3610 2.7801
H 2.4987 -4.1245 -0.0473
H 3.4726 -5.4887 0.5531
H 4.2246 -3.9505 0.1695
H -2.8091 -4.0641 -4.0896
H -3.1778 -5.6118 -3.3488
H -1.5362 -5.3304 -3.8309
H -3.6769 -2.7314 -1.8932
H -3.0874 -3.3388 -0.3606
H -4.2735 -4.2926 -1.3562
H -0.7885 -6.0020 -1.6098
H -2.3857 -6.1130 -0.8960
H -1.2079 -5.0634 -0.1628
O -0.7551 6.8392 -2.7288
S -0.0513 5.5467 -2.7535
O -0.9557 4.3481 -2.9568
O 0.9099 5.3177 -1.6151
C 1.0551 5.4164 -4.2037
C 1.3695 6.6300 -4.8623
C 2.1427 6.6644 -6.0380
C 2.6267 5.5175 -6.5744
C 2.3732 4.2956 -5.9809
C 1.6253 4.2079 -4.8024
S 1.8188 2.5709 -4.0019
O 0.4465 2.0198 -3.6969
O 2.5905 1.6455 -4.8526
O 2.5236 2.8913 -2.6943
H 1.0100 7.6034 -4.4744
H 2.2984 7.6514 -6.4677
H 3.2906 5.5531 -7.4501
H 2.7900 3.4352 -6.4068
O -1.6026 3.7647 0.5204
N -1.5453 5.0445 0.8345
C -1.0247 5.4037 2.0399
C -0.9513 6.7109 2.4575
C -1.4682 7.7335 1.6476
C -1.9806 7.3568 0.3938
C -2.0312 6.0175 0.0500
H -0.6478 4.5431 2.6256
H -0.5357 6.9468 3.4290
H -1.4068 8.7781 1.9454
H -2.3296 8.1398 -0.3484
H -2.5331 5.6282 -0.8287

- Multiplicity: 2
- Net charge: -1
- ΔE to the lowest compared entry with this formula, charge and spin: 41.8 kcal/mol
- Calculated total energy: -125049.663 eV
- HOMO-LUMO gap (alpha / beta): 4.69 / 7.05 eV

6.
DFT (wB97M-V/def2-TZVPD) results for C12H19B in the gas phase at a distorted geometry.

CARTESIAN COORDINATES (ANGSTROEM)
B 0.7207 -0.0478 0.4310
C 3.2227 -0.9517 0.3577
C 4.1614 -1.0219 1.2137
C -2.2702 0.1692 -0.1364
C -2.0447 -1.1336 -0.2572
C -2.0241 2.3690 0.7085
C -1.5615 1.1333 0.6237
C 0.6823 -0.6126 -1.0245
C 3.0361 -1.4114 -1.1262
C 2.0177 -0.4436 -1.7206
C -2.9762 -2.0333 -0.9957
C -1.5686 3.5847 1.5840
C -0.2419 0.6157 1.3259
H 5.0376 -1.5614 0.9141
H 4.0886 -0.7446 2.3438
H -3.0160 0.6003 -0.7928
H -1.4438 -1.7340 0.3782
H -2.9858 2.7069 0.1992
H 0.5524 -1.7029 -1.0696
H -0.2242 -0.2759 -1.5331
H 4.0004 -1.1490 -1.7225
H 2.8045 -2.3878 -1.3109
H 1.8424 -0.6413 -2.7843
H 2.4833 0.4891 -1.7021
H -3.7728 -1.4526 -1.5652
H -3.3850 -2.5653 -0.1768
H -2.3590 -2.5438 -1.6834
H -2.3543 4.0167 2.1334
H -0.9556 3.2482 2.4896
H -0.9873 4.4049 0.9751
H 0.1039 1.3973 1.9347
H -0.5831 -0.3207 1.9889

- Multiplicity: 3
- Net charge: 0
- Calculated total energy: -13419.736 eV
- HOMO-LUMO gap (alpha / beta): 5.87 / 7.58 eV